Entry 1:
Entry from OMol25: C5H6FNO in the gas phase (the ωB97M-V functional and the def2-TZVPD basis).

Results
HOMO energy ... -8.34 eV
ΔE to the lowest compared entry with this formula, charge and spin ... 409.7 kJ/mol
SMILES string ... N[C@H]1[C@H]2OC=C(F)[C@@H]12
E_tot ... -423.8634 Eh
Net charge ... 0

CARTESIAN COORDINATES (ANGSTROEM)
C  1.2688  -0.7475  0.2866
C  0.8602  0.5330  0.8806
C  -0.7511  1.0696  -0.5460
C  -1.1733  -0.0425  -0.0125
C  -0.1945  -0.5878  0.8713
H  1.2710  -1.3025  -1.8655
H  2.1313  0.1568  -1.4038
H  1.7538  -1.3253  1.0412
H  1.1565  0.7991  1.8608
H  -1.1857  1.5175  -1.5068
H  -0.3915  -1.2090  1.7446
N  1.7940  -0.7946  -0.9832
O  0.3586  1.5990  0.0081
F  -2.2470  -0.8017  -0.2149



Entry 2:
Entry from OMol25: a molecular structure, C17H26N3O2S (the ωB97M-V functional and the def2-TZVPD basis).

Results
HOMO energy ... -10.99 eV
ΔE to the lowest compared entry with this formula, charge and spin ... 1498.3 kJ/mol
E_tot ... -1375.5609 Eh
Net charge ... +1

CARTESIAN COORDINATES (ANGSTROEM)
C  -1.8381  -1.2261  3.2849
H  -1.8481  -0.3700  2.4144
H  -2.7543  -1.1368  3.5999
H  -1.6329  -2.0945  2.8840
C  -0.8780  -0.6221  4.4893
C  -1.2060  0.4526  5.1940
H  -0.4922  0.6440  5.9267
H  -1.2228  1.4004  4.4285
H  -1.9833  0.4351  5.7241
C  0.6074  -0.7315  3.8225
N  0.9928  0.2109  2.8299
C  1.5283  0.2779  1.7396
S  1.4647  1.7873  0.8443
N  1.8303  -1.0804  1.1470
C  0.7902  -1.6820  0.5567
H  1.0828  -2.9550  0.5050
C  0.2947  -1.2178  -0.8546
N  1.5636  -0.5030  -1.3092
H  1.7135  0.5487  -0.8782
C  2.8881  -1.2614  -1.0295
H  3.7574  -0.5586  -1.4464
H  2.8912  -2.3566  -1.3505
C  3.1318  -1.1789  0.4606
H  3.5718  -2.1922  0.8562
H  3.8797  -0.0540  0.7758
C  1.5053  -0.0338  -2.8682
C  0.1023  0.8017  -2.9699
C  0.3479  2.0666  -2.6993
C  -0.9648  2.7391  -2.7332
C  -2.0538  2.2268  -3.4822
C  -1.8195  0.9672  -3.9469
C  -0.7898  0.2791  -3.6379
H  -0.7739  -0.8738  -4.0985
O  -3.1975  0.6697  -4.4309
C  -3.9445  1.7982  -4.4156
O  -3.0368  2.7311  -3.9087
H  -4.0572  2.2912  -5.5012
H  -4.9122  1.3293  -3.9951
H  -0.9248  3.8459  -2.4749
H  1.1792  2.3569  -2.0690
H  1.3560  -1.0810  -3.4494
H  2.4282  0.2491  -2.9803
H  -0.4130  -0.5990  -0.7559
H  0.1512  -2.0261  -1.4943
H  -0.0440  -1.7887  1.1916
H  0.4215  1.2843  3.0664
H  0.7842  -1.6999  3.3320
H  1.1772  -0.5356  4.5890
H  -0.6542  -1.5342  5.1172



Entry 3:
Entry from OMol25: a molecular structure, C24H48AlN3O3PSi (the ωB97M-V functional and the def2-TZVPD basis).

Results
HOMO energy ... -4.10 eV
E_tot ... -2206.5061 Eh
Net charge ... -1

CARTESIAN COORDINATES (ANGSTROEM)
C  2.9824  0.6831  3.5045
C  3.6171  1.4549  2.8077
C  4.4515  2.5512  2.0561
C  4.7865  2.0580  0.5692
C  3.5749  2.3136  -0.4604
Al  2.9102  0.5253  -1.2069
P  4.3932  -0.6044  -2.6313
N  3.8295  -2.0112  -3.1973
O  1.0785  0.2965  -1.4334
C  0.5966  -0.6881  -0.5020
O  -0.0544  -0.2156  0.6897
C  -1.0947  0.7182  0.4072
C  -2.4797  0.0718  -0.0181
C  -3.5930  1.2130  0.2210
C  -2.9066  -1.2065  0.8245
C  -3.5746  -0.8266  2.2176
C  -4.0277  -2.0260  0.0006
C  1.9244  -1.4856  -0.0375
Si  1.7368  -3.1089  0.9354
C  0.7969  -2.9015  2.6149
C  3.5222  -3.6486  1.4479
C  1.0548  -4.5706  -0.1090
O  2.9750  -0.5600  0.3185
H  2.6104  -0.1253  4.1646
H  3.9215  3.5466  2.0535
H  5.4216  2.7111  2.6301
H  5.0560  0.9609  0.6611
H  5.7283  2.5759  0.1901
H  2.7325  2.8071  0.1261
H  3.9173  2.9764  -1.3124
H  4.6755  0.2408  -3.7555
H  5.6296  -0.9112  -1.9406
H  4.4599  -2.7674  -2.9150
H  -0.1408  -1.3897  -1.0256
H  -1.2870  1.2818  1.3814
H  -0.8339  1.5054  -0.3571
H  -2.5342  -0.1547  -1.1311
H  -3.4830  1.7069  1.2373
H  -3.5761  2.0047  -0.5839
H  -4.6440  0.7709  0.2156
H  -2.0384  -1.9314  0.9289
H  -4.6521  -0.4952  2.0698
H  -3.0263  0.0472  2.6758
H  -3.5851  -1.6723  2.9643
H  -3.5745  -2.8134  -0.6682
H  -4.6184  -1.3252  -0.6786
H  -4.7776  -2.4923  0.7144
H  2.2807  -1.8715  -1.0661
H  -0.3190  -2.8322  2.4779
H  1.2089  -1.9846  3.1416
H  1.1057  -3.7966  3.2421
H  3.5393  -4.7403  1.7814
H  3.9429  -2.9857  2.2719
H  4.2364  -3.5525  0.5717
H  1.8739  -4.8081  -0.8668
H  0.1020  -4.3128  -0.6523
H  0.9612  -5.5184  0.5175
C  -6.6782  -4.0033  -5.2137
C  -7.3237  -3.3479  -3.9974
C  -6.3216  -2.5772  -3.1342
C  -5.2711  -3.5026  -2.6224
N  -4.4614  -4.2269  -2.2358
H  -5.9348  -4.7484  -4.9219
H  -7.4330  -4.5161  -5.8141
H  -6.1887  -3.2582  -5.8469
H  -7.8129  -4.1199  -3.3962
H  -8.1045  -2.6611  -4.3356
H  -6.8321  -2.1162  -2.2859
H  -5.8456  -1.7834  -3.7149
C  2.4511  6.2347  0.3725
C  1.8093  6.8994  1.5863
C  2.8123  7.6864  2.4351
C  3.8716  6.7719  2.9490
N  4.6868  6.0589  3.3467
H  3.2013  5.4972  0.6662
H  1.6963  5.7107  -0.2170
H  2.9316  6.9767  -0.2722
H  1.3292  6.1307  2.1988
H  1.0217  7.5775  1.2460
H  2.3043  8.1530  3.2819
H  3.2794  8.4770  1.8429



Entry 4:
Entry from OMol25: C3H4O3 in the gas phase (the ωB97M-V functional and the def2-TZVPD basis).

Results
HOMO energy ... -9.36 eV
ΔE to the lowest compared entry with this formula, charge and spin ... 355.5 kJ/mol
E_tot ... -342.3205 Eh
Net charge ... 0

CARTESIAN COORDINATES (ANGSTROEM)
C  0.9134  -0.6371  -1.2926
O  0.6505  0.0712  -0.0763
C  -0.5911  0.4801  0.0627
O  -1.5131  0.3660  -0.6846
C  -0.7748  0.2019  2.2615
O  -0.7156  1.1149  1.3013
H  1.9878  -0.8125  -1.2952
H  0.3663  -1.5830  -1.3024
H  0.6124  -0.0270  -2.1462
H  -0.9357  0.8256  3.1719



Entry 5:
Entry from OMol25: 2 unconnected molecules or ions with the total composition C4H11N2 (the ωB97M-V functional and the def2-TZVPD basis).

Results
HOMO energy ... -14.61 eV
ΔE to the lowest compared entry with this formula, charge and spin ... 639.2 kJ/mol
E_tot ... -268.0614 Eh
Net charge ... +1

CARTESIAN COORDINATES (ANGSTROEM)
C  -0.9233  -0.0667  0.9992
C  -0.5636  -2.2949  -0.8667
C  -0.0432  1.9893  -0.0989
C  1.4353  0.1387  0.1166
N  -1.0147  -0.2728  -0.3617
N  0.0788  0.6035  0.0831
H  -1.6713  0.4842  1.3581
H  -0.3545  -0.6603  1.6949
H  -1.1937  -2.6789  -0.1121
H  -0.8866  -2.3030  -1.9683
H  0.4985  -2.3094  -0.7177
H  -0.7383  2.2907  -0.9267
H  -0.5074  2.5004  0.8109
H  0.7781  2.6335  -0.3653
H  1.2516  -0.7859  0.4634
H  1.8893  -0.0150  -0.8709
H  1.9648  0.7467  0.7621



Entry 6:
Entry from OMol25: a molecular structure, C3H5NO2 (the ωB97M-V functional and the def2-TZVPD basis).

Results
HOMO energy ... -8.83 eV
ΔE to the lowest compared entry with this formula, charge and spin ... 449.3 kJ/mol
E_tot ... -322.4032 Eh
Net charge ... 0

CARTESIAN COORDINATES (ANGSTROEM)
N  -0.7980  -1.8607  0.2659
C  0.3341  -1.6954  -0.0390
O  1.1112  0.0793  -0.3861
C  0.1608  1.0931  -0.7682
C  -0.0893  1.0710  0.6939
O  -0.9058  0.3525  1.2639
H  -1.6544  -1.3437  0.4304
H  1.3035  -2.1533  -0.0964
H  -0.6286  0.7102  -1.4256
H  0.5818  2.0252  -1.2091
H  0.5847  1.7219  1.2705